{
  "formula": "C5H12NO3",
  "method": "wB97M-V/def2-TZVPD",
  "total_charge": -1,
  "orbital_gap_ev": 5.7,
  "e_homo_ev": -2.47,
  "e_lumo_ev": 3.216,
  "elements": ["C", "N", "C", "O", "C", "C", "C", "O", "H", "H", "H", "H", "H", "H", "H", "H", "H", "H", "H", "H", "O"],
  "xyz": [[-1.119, 0.584, -0.302], [-0.469, 0.743, 1.054], [-0.526, 2.021, 1.530], [0.343, 2.507, 2.278], [-0.539, -0.644, -1.029], [-0.375, -1.937, -0.107], [1.237, -2.088, 0.614], [1.150, -2.846, 1.672], [-2.124, 0.306, 0.030], [-1.107, 1.371, -0.972], [0.339, 0.283, 1.198], [-1.397, 2.643, 1.244], [0.444, -0.343, -1.371], [-1.175, -0.868, -1.884], [-1.208, -1.786, 0.694], [-0.593, -2.719, -0.815], [2.032, -2.671, -0.001], [1.658, -1.063, 0.857], [1.671, 2.145, -2.111], [0.887, 1.996, -0.861], [0.870, 2.369, -1.720]]
}

---

{
  "formula": "C5H12NO6S",
  "method": "wB97M-V/def2-TZVPD",
  "total_charge": 1,
  "orbital_gap_ev": 10.4,
  "e_homo_ev": -14.18,
  "e_lumo_ev": -3.803,
  "elements": ["C", "C", "O", "O", "C", "O", "C", "N", "S", "C", "O", "O", "H", "H", "H", "H", "H", "H", "H", "H", "H", "H", "O", "H", "H"],
  "xyz": [[-0.747, -1.593, -1.670], [-1.301, -2.255, -0.462], [-2.259, -2.936, -0.451], [-0.656, -2.008, 0.807], [0.673, -1.860, 0.781], [1.437, -2.617, 0.270], [1.258, -0.642, 1.473], [0.300, 0.281, 2.202], [-0.676, 1.476, 1.232], [0.497, 2.501, 0.398], [-1.339, 2.219, 2.238], [-1.488, 0.775, 0.316], [-0.872, -2.273, -2.501], [-1.297, -0.700, -1.902], [0.303, -1.342, -1.619], [1.861, -0.078, 0.778], [1.941, -1.024, 2.222], [-0.323, -0.235, 2.832], [0.874, 0.871, 2.810], [-0.024, 2.752, -0.518], [0.623, 3.389, 1.000], [1.422, 2.014, 0.127], [0.020, 1.050, -3.072], [-0.838, 1.252, -3.462], [0.610, 0.983, -3.831]]
}

---

{
  "formula": "C5H12NOP",
  "method": "wB97M-V/def2-TZVPD",
  "orbital_gap_ev": [6.2, 8.5],
  "e_homo_ev": [-7.28, -8.87],
  "e_lumo_ev": [-1.109, -0.393],
  "elements": ["C", "C", "C", "C", "C", "N", "O", "P", "H", "H", "H", "H", "H", "H", "H", "H", "H", "H", "H", "H"],
  "xyz": [[-1.617, 1.365, -0.714], [-0.704, -1.629, 1.453], [0.122, -2.479, -1.409], [1.137, 2.843, 1.506], [0.707, -1.097, -1.022], [-1.591, 0.111, -0.606], [1.009, 2.350, 0.212], [-0.266, -0.404, 0.370], [-2.535, 1.751, -1.328], [-0.862, 2.163, -0.530], [-1.320, -1.431, 2.434], [0.007, -2.323, 1.661], [0.661, -2.765, -2.444], [0.488, -3.323, -0.678], [-0.962, -2.286, -1.566], [1.602, 3.768, 1.320], [1.642, 2.093, 2.053], [0.114, 2.960, 1.788], [0.572, -0.435, -1.762], [1.794, -1.232, -0.738]]
}

---

{
  "formula": "C5H12NOS",
  "method": "wB97M-V/def2-TZVPD",
  "total_charge": -1,
  "orbital_gap_ev": 5.4,
  "e_homo_ev": -2.50,
  "smiles": "C[C@H](CCS)NC[O-]",
  "e_lumo_ev": 2.874,
  "elements": ["C", "C", "C", "C", "S", "N", "C", "O", "H", "H", "H", "H", "H", "H", "H", "H", "H", "H", "H", "H"],
  "xyz": [[-0.253, 1.934, 0.654], [-0.227, 0.548, -0.017], [-0.869, -0.520, 0.879], [-0.920, -1.867, 0.161], [-1.783, -3.143, 1.085], [1.079, 0.135, -0.459], [1.584, 0.769, -1.726], [2.139, 1.975, -1.572], [-1.162, 2.154, 1.224], [0.578, 1.965, 1.346], [-0.080, 2.682, -0.104], [-0.795, 0.565, -0.943], [-0.186, -0.692, 1.721], [-1.867, -0.216, 1.209], [0.096, -2.093, -0.155], [-1.394, -1.719, -0.816], [-0.740, -3.564, 1.810], [1.803, 0.292, 0.235], [2.308, 0.013, -2.127], [0.691, 0.780, -2.405]]
}

---

{
  "formula": "C5H12NOS",
  "method": "wB97M-V/def2-TZVPD",
  "total_charge": 1,
  "orbital_gap_ev": 8.5,
  "e_homo_ev": -13.33,
  "e_lumo_ev": -4.838,
  "elements": ["C", "C", "C", "C", "C", "N", "O", "S", "H", "H", "H", "H", "H", "H", "H", "H", "H", "H", "H", "H"],
  "xyz": [[-0.510, -1.938, 2.379], [0.224, -0.796, 1.931], [0.005, 0.101, -2.254], [-1.160, 2.205, -1.465], [1.327, -2.287, 0.128], [-0.928, 1.047, -2.311], [0.879, 0.199, -1.426], [1.292, -0.629, 0.654], [-0.954, -1.793, 3.318], [0.181, -2.710, 2.576], [0.127, 0.223, 2.460], [-0.078, -0.742, -2.947], [-0.694, 2.040, -0.519], [-0.800, 3.077, -2.005], [-2.202, 2.289, -1.495], [2.169, -2.536, -0.589], [0.393, -2.595, -0.349], [1.490, -2.916, 0.955], [-1.463, 0.852, -3.179], [-1.287, -2.317, 1.554]]
}

---

{
  "formula": "C5H12NP",
  "method": "wB97M-V/def2-TZVPD",
  "orbital_gap_ev": 9.1,
  "e_homo_ev": -7.96,
  "smiles": "C[PH]#CN.C=CC",
  "e_lumo_ev": 1.089,
  "elements": ["C", "P", "C", "N", "H", "H", "H", "H", "H", "H", "C", "C", "C", "H", "H", "H", "H", "H", "H"],
  "xyz": [[3.062, -1.196, -0.019], [2.966, 0.604, -0.445], [1.191, 0.762, -0.214], [0.737, 1.890, 0.250], [4.100, -1.521, -0.047], [2.495, -1.747, -0.767], [2.642, -1.392, 0.966], [3.420, 1.097, 0.787], [-0.269, 2.010, 0.312], [1.290, 2.702, 0.530], [-2.850, 1.120, -0.200], [-2.032, 0.294, -0.828], [-1.695, -1.080, -0.368], [-3.353, 0.834, 0.710], [-3.063, 2.111, -0.568], [-1.544, 0.610, -1.742], [-2.298, -1.366, 0.490], [-0.642, -1.112, -0.093], [-1.853, -1.795, -1.174]]
}

---

no.,DFT total energy (eV)
1,-13010.36478
2,-29981.62740
3,-18199.62548
4,-19752.15819
5,-19743.96074
6,-16155.61229